[1]
Computed, not measured: a 2-piece molecular cluster, C2H2IO3 overall at a distorted geometry, with wB97M-V/def2-TZVPD.

```
8
Properties=species:S:1:pos:R:3
C -0.9690 -2.2723 -0.1218
C 0.4060 -0.0557 0.3768
O -1.4292 -1.8717 -1.0825
O -0.7702 -3.0012 0.7532
O -0.1946 0.5802 -0.7279
I 2.6567 -0.5294 0.0005
H 0.5610 0.7387 1.0061
H -0.6728 -0.1462 -1.2741
```

Output
Relative energy (zero: lowest compared OMol25 entry of this formula, charge and spin): 151.03 kJ/mol
Net charge: -1
Gap between HOMO and LUMO: 6.320 eV

---

[2]
Computed, not measured: C2H2MgNaO2 as an isolated structure at a distorted geometry, with wB97M-V/def2-TZVPD.

```
8
Properties=species:S:1:pos:R:3
H 3.6337 1.8087 0.6046
O -0.7543 1.1212 0.0639
C -1.2741 0.0200 -0.0613
C -0.2223 -1.1375 -0.1680
O 0.9578 -0.8726 -0.1625
Mg -3.4235 -0.2238 -0.0113
Na 1.6693 1.4616 0.0109
H -0.5867 -2.1776 -0.2763
```

Output
Net charge: +1
Gap between HOMO and LUMO (spin up / spin down): 8.107 / 5.447 eV

---

[3]
Computed, not measured: a 2-piece molecular cluster, C2H2N2 overall at a distorted geometry, with wB97M-V/def2-TZVPD.

```
6
Properties=species:S:1:pos:R:3
C -1.1689 -0.8357 -0.1045
C -0.6459 0.1977 -0.2433
H -0.8829 -1.7938 0.1827
H -0.5500 1.2402 -0.0080
N 1.4402 1.0631 0.3026
N 1.8076 0.1284 -0.1295
```

Output
Relative energy (zero: lowest compared OMol25 entry of this formula, charge and spin): 144.51 kJ/mol
SMILES: C#C.N#N
Gap between HOMO and LUMO: 12.073 eV

---

| no. | total energy (eV) |
| --- | --- |
| 1 | -16349.6194 |
| 2 | -16052.0860 |
| 3 | -5083.6876 |